{
  "formula": "C8H20",
  "method": "ωB97M-V/def2-TZVPD",
  "spin_multiplicity": 1,
  "lumo_energy_ev": 1.09,
  "relative_energy_kj_mol": 52.3,
  "species": ["C", "C", "C", "C", "H", "H", "H", "H", "H", "H", "H", "H", "H", "H", "C", "C", "C", "C", "H", "H", "H", "H", "H", "H", "H", "H", "H", "H"],
  "positions_angstrom": [[-0.789263, 14.670178, 1.962201], [-0.642905, 14.132596, 3.373442], [0.298936, 12.931545, 3.322722], [0.446945, 12.202537, 4.705598], [-1.402145, 15.581588, 1.860559], [-1.243436, 13.871013, 1.352564], [0.220630, 14.879937, 1.571389], [-0.295207, 15.007673, 3.955501], [-1.600165, 13.793911, 3.814342], [-0.107561, 12.104575, 2.709268], [1.285424, 13.208187, 2.903470], [0.866725, 12.790331, 5.539202], [1.071357, 11.305308, 4.558311], [-0.571868, 11.880977, 4.979871], [-1.418467, 10.374419, -0.928888], [-0.526710, 10.381308, 0.330323], [-1.000132, 9.787970, 1.658170], [-2.428988, 10.151697, 1.969745], [-2.417477, 10.806316, -0.749861], [-1.541434, 9.332067, -1.267977], [-0.925162, 10.949323, -1.730594], [0.444502, 9.923598, 0.060671], [-0.358648, 11.465630, 0.476775], [-0.883574, 8.700870, 1.484752], [-0.205555, 10.103726, 2.361296], [-3.083590, 9.691014, 1.210876], [-2.573154, 11.244884, 1.941826], [-2.729742, 9.782489, 2.964656]],
  "forces_ev_per_a": [[-0.40, -0.25, -0.63], [-0.10, 0.30, -0.12], [0.51, -0.68, 1.48], [-0.08, 0.16, -0.63], [0.21, -0.37, 0.17], [0.17, 0.42, -0.15], [-0.42, -0.01, -0.03], [0.21, -0.83, 0.33], [0.27, 0.32, -0.28], [0.01, 0.88, -0.24], [-0.42, -0.09, 0.20], [-0.15, -0.03, -0.48], [-0.24, 0.27, 0.24], [0.42, -0.02, 0.16], [-0.08, -0.83, 0.29], [0.37, 1.49, -0.79], [0.93, -0.71, -1.44], [-0.26, 0.00, 0.50], [0.41, -0.14, -0.06], [-0.18, 0.36, -0.13], [-0.22, -0.27, 0.32], [-0.34, 0.32, 0.16], [0.35, -0.33, 0.24], [-0.27, 0.22, 0.67], [-0.81, -0.31, 0.20], [0.13, 0.26, 0.38], [-0.02, -0.32, 0.03], [0.00, 0.18, -0.38]],
  "mulliken_charge": [-1.052, -0.348, 0.286, -1.308, 0.356, 0.171, 0.283, 0.325, 0.254, -0.438, 0.350, 0.365, 0.366, 0.281, -1.322, -0.115, -0.254, -1.142, 0.328, 0.320, 0.384, 0.335, 0.091, 0.422, 0.139, 0.378, 0.219, 0.325]
}

***

{
  "formula": "C6H17N5P",
  "method": "ωB97M-V/def2-TZVPD",
  "charge": 1,
  "spin_multiplicity": 3,
  "s2": 2.008,
  "lumo_energy_ev": [-2.87, -5.71],
  "species": ["C", "C", "C", "C", "C", "C", "N", "N", "N", "N", "N", "P", "H", "H", "H", "H", "H", "H", "H", "H", "H", "H", "H", "H", "H", "H", "H", "H", "H"],
  "positions_angstrom": [[-1.888908, 1.663123, 0.916932], [1.901677, 0.054620, -0.551733], [-1.578024, -0.660046, 0.368579], [-0.449438, 1.717993, 0.454860], [1.711493, 0.609284, 0.830334], [-0.553067, -0.506425, 1.493300], [0.591671, -1.775574, -2.826665], [-2.492124, 0.509215, 0.364861], [1.729197, -1.396546, -0.467661], [-0.874066, -0.898287, -0.929480], [0.313125, 0.791035, 1.243233], [0.378199, -2.208880, -1.103682], [-1.986914, 1.616231, 1.979281], [-2.382750, 2.507247, 0.565557], [1.350333, 0.408635, -1.410682], [2.995442, 0.296198, -0.934559], [-2.180732, -1.477380, 0.802539], [1.543345, -1.764155, -3.205383], [-0.366511, 1.489218, -0.708974], [0.123358, 2.585023, 0.568931], [2.312462, -0.023590, 1.390913], [2.133208, 1.617636, 0.917969], [-0.918211, -0.323680, 2.536930], [0.030995, -1.423023, 1.449884], [-0.008702, -2.125555, -3.562094], [-2.511189, 0.697534, -0.673988], [2.444713, -2.031069, -0.095585], [-1.582825, -1.167152, -1.583346], [0.214243, 1.218373, 2.169731]],
  "forces_ev_per_a": [[1.45, -0.13, -0.22], [2.98, -0.76, -1.47], [-0.03, -0.30, 2.34], [0.02, 0.14, -3.51], [0.09, 2.74, -1.66], [0.50, 0.75, 0.08], [1.71, 0.13, -0.25], [-0.05, -1.38, -3.35], [0.14, -0.52, -0.95], [0.16, -1.33, 2.02], [-0.92, -3.10, 1.76], [-2.50, 1.27, -0.28], [0.09, 0.31, 0.95], [-1.02, 1.60, -0.41], [-0.72, 0.30, 0.30], [-1.80, -0.37, 1.20], [0.13, -0.31, -1.04], [0.10, 0.07, 0.07], [-0.31, 0.15, 2.61], [0.16, 2.11, 0.21], [0.35, -1.12, 1.97], [0.13, -0.09, -0.14], [-0.29, -0.62, -1.22], [0.58, 0.15, 0.21], [-0.42, -0.34, 0.35], [-0.83, -0.04, 1.30], [-0.29, 0.80, -0.11], [-0.47, 0.03, -0.66], [1.05, -0.13, -0.09]],
  "mulliken_charge": [-1.009, -0.573, -0.076, -0.501, -0.787, -1.028, -0.600, -0.366, -0.303, -0.286, -0.010, 0.050, 0.394, 0.440, 0.370, 0.352, 0.283, 0.280, 0.249, 0.628, 0.403, 0.416, 0.438, 0.445, 0.308, 0.392, 0.291, 0.402, 0.396]
}

***

{
  "formula": "C5H5Cl",
  "method": "ωB97M-V/def2-TZVPD",
  "spin_multiplicity": 1,
  "lumo_energy_ev": [-1.65, -1.65],
  "relative_energy_kj_mol": 701.9,
  "species": ["C", "C", "C", "C", "C", "Cl", "H", "H", "H", "H", "H"],
  "positions_angstrom": [[-2.856364, 0.820916, 0.161502], [-3.967249, 0.307774, -0.099783], [0.359759, 1.555917, 0.094179], [-0.152866, 0.379023, 0.192344], [-0.157756, -1.118759, 0.060561], [-5.491052, -0.405058, -0.124255], [1.425991, 1.718930, -0.321307], [-0.267707, 2.420814, 0.017019], [-0.650503, -1.512793, 0.915007], [0.932175, -1.235729, 0.099682], [-0.583319, -1.070425, -0.885126]],
  "forces_ev_per_a": [[-0.35, -1.55, -0.62], [1.91, 0.63, 0.87], [1.39, 0.14, -1.58], [-1.59, 0.00, 0.45], [1.40, 4.08, 1.41], [0.59, 0.44, -0.13], [-1.48, -0.61, 1.17], [-0.28, 0.27, 0.35], [-0.59, -0.83, 0.20], [-0.02, -0.81, -0.30], [-0.99, -1.76, -1.82]],
  "mulliken_charge": [-0.487, 0.068, -0.497, 0.300, -0.716, -0.175, 0.245, 0.354, 0.284, 0.307, 0.318]
}

***

{
  "formula": "C6H10FN",
  "method": "ωB97M-V/def2-TZVPD",
  "spin_multiplicity": 1,
  "lumo_energy_ev": [0.82, 0.35],
  "relative_energy_kj_mol": 588.3,
  "species": ["C", "C", "C", "C", "C", "C", "N", "F", "H", "H", "H", "H", "H", "H", "H", "H", "H", "H"],
  "positions_angstrom": [[-0.721145, -0.142848, -0.190871], [-0.124504, 1.009803, -0.181648], [-0.019147, -1.462378, -0.321683], [1.459076, -1.279987, 0.091842], [-2.100280, -0.370959, 0.048522], [0.137128, 2.404774, 0.128629], [2.033461, -0.211580, -0.565131], [2.885049, 0.405739, 0.352549], [-0.554512, -2.351110, -0.023529], [-0.124068, -1.722456, -1.426426], [1.635493, -1.010824, 1.163410], [2.090456, -2.159839, -0.143604], [-2.679760, 0.327802, -0.339265], [-2.259546, -0.349319, 1.168575], [-2.432180, -1.351145, -0.416263], [0.149788, 2.608419, 1.291649], [-0.513145, 3.083241, -0.477395], [1.137831, 2.572672, -0.159363]],
  "forces_ev_per_a": [[1.79, 0.05, 0.20], [1.59, -1.24, 0.17], [1.76, 0.08, -2.53], [-0.22, -1.62, 1.69], [-1.32, -3.67, 2.50], [-1.18, 0.27, 1.48], [-0.63, 2.48, -1.81], [0.27, 0.15, 0.19], [0.00, 0.06, 1.46], [0.80, 0.60, 0.69], [-0.84, -0.89, -0.32], [-0.44, -0.12, 0.14], [-2.81, 3.35, -1.68], [-0.16, -0.50, -1.10], [0.20, 1.01, 0.87], [-0.51, -0.30, -2.30], [0.38, -0.24, 0.83], [1.34, 0.53, -0.48]],
  "mulliken_charge": [0.844, 0.105, -0.772, -0.526, -1.480, -1.146, -0.278, -0.187, 0.473, 0.295, 0.358, 0.314, 0.486, 0.229, 0.368, 0.237, 0.310, 0.370]
}

***

{
  "formula": "C3H4CuO5",
  "method": "ωB97M-V/def2-TZVPD",
  "spin_multiplicity": 2,
  "s2": 0.753,
  "lumo_energy_ev": [-1.51, -1.52],
  "relative_energy_kj_mol": 159.4,
  "species": ["O", "C", "O", "Cu", "O", "O", "C", "O", "H", "C", "H", "H", "H"],
  "positions_angstrom": [[-0.589645, -1.158357, 1.759516], [-0.247613, -0.843432, 0.597816], [0.263827, -1.713115, -0.186811], [2.106397, -1.772093, -1.343298], [-0.957788, 0.183668, 0.025956], [2.487849, 2.154061, 0.495492], [2.476267, 0.860922, 0.427438], [2.998027, 0.175995, -0.410140], [1.604133, 2.504855, 0.693064], [-2.269566, -0.056428, -0.434441], [-2.415582, -1.110440, -0.717320], [-2.959683, 0.178614, 0.383785], [-2.496629, 0.595752, -1.291063]],
  "forces_ev_per_a": [[1.61, 1.57, -0.93], [-4.18, -3.75, 2.10], [2.70, 0.55, -1.77], [-1.48, 0.64, 1.37], [1.53, 1.83, -0.96], [0.05, 1.14, -0.37], [-0.26, -1.63, -1.07], [-0.03, 0.25, 0.66], [0.11, -0.16, 0.50], [-0.42, -0.44, 0.39], [0.15, 0.29, -0.02], [-0.08, -0.08, -0.17], [0.29, -0.21, 0.28]],
  "mulliken_charge": [-0.640, 0.767, -0.623, 0.612, -0.315, -0.383, 0.445, -0.374, 0.402, -0.645, 0.304, 0.240, 0.211]
}

***

{
  "formula": "C6H9N",
  "method": "ωB97M-V/def2-TZVPD",
  "spin_multiplicity": 1,
  "lumo_energy_ev": 1.04,
  "relative_energy_kj_mol": 229.0,
  "species": ["C", "C", "C", "C", "N", "C", "C", "H", "H", "H", "H", "H", "H", "H", "H", "H"],
  "positions_angstrom": [[-1.297117, -1.671769, 0.386491], [-0.910164, -0.503331, 0.887595], [-1.113890, 0.750482, 0.060069], [-0.429743, 0.544303, -1.287055], [0.734241, 0.067314, -1.448643], [1.566577, -0.136549, -0.333069], [2.099898, 0.886432, 0.333039], [-1.061346, -2.631716, 0.831276], [-1.831734, -1.690714, -0.562478], [-0.355564, -0.436653, 1.821261], [-0.712406, 1.645676, 0.547950], [-2.183328, 0.926115, -0.096898], [-0.993991, 0.771937, -2.195901], [1.816565, -1.173338, -0.106407], [2.880094, 0.750572, 1.071798], [1.791908, 1.901235, 0.090965]],
  "forces_ev_per_a": [[-0.01, 0.08, 0.11], [-0.08, -0.22, -0.04], [-0.01, 0.02, -0.01], [0.19, -0.07, -0.12], [-0.32, 0.29, 0.07], [0.21, 0.17, 0.04], [0.04, -0.07, -0.10], [-0.17, 0.14, 0.18], [0.13, -0.12, 0.10], [-0.16, -0.03, -0.15], [-0.07, -0.20, -0.02], [0.15, 0.01, -0.05], [0.03, -0.02, 0.15], [0.05, 0.21, -0.21], [-0.20, -0.06, 0.05], [0.21, -0.12, -0.01]],
  "mulliken_charge": [-0.609, -0.208, -0.570, -0.134, -0.489, -0.151, -0.628, 0.295, 0.229, 0.335, 0.295, 0.337, 0.409, 0.357, 0.284, 0.250]
}

***

| no. | M (g mol⁻¹) | E (eV) |
| --- | --- | --- |
| 1 | 116.25 | -8620.1233 |
| 2 | 190.21 | -23224.9409 |
| 3 | 100.55 | -17780.2854 |
| 4 | 115.15 | -10584.9723 |
| 5 | 183.61 | -58048.9596 |
| 6 | 95.14 | -7855.7859 |